# 1
Computed, not measured: 5 unconnected molecules or ions with the total composition C19H32FNO8, with the ωB97M-V functional and the def2-TZVPD basis.

XYZ file:
```
61
Properties=species:S:1:pos:R:3:forces:R:3:mulliken_charge:R:1
C 2.0857 2.3909 1.7895 2.345 -0.081 -0.215 -0.793
N 1.2562 1.7918 0.7205 -0.194 -0.400 1.160 0.824
O 0.0586 2.0045 0.8251 0.186 0.158 -0.731 -0.482
O 1.7726 0.9644 -0.0009 -0.247 0.418 -0.343 -0.438
H 3.1541 2.3512 1.5451 -0.293 -0.381 -0.665 0.351
H 2.0120 1.6839 2.6097 -0.616 0.579 0.430 0.284
H 1.9563 3.4507 1.9732 -1.160 -0.217 0.274 0.265
O 5.4419 -1.5019 -2.2386 -0.182 -0.315 -0.449 -0.571
C 4.3703 -1.4752 -2.7982 0.002 0.994 0.892 0.612
O 4.1688 -1.7591 -4.0833 0.117 -0.422 -0.267 -0.321
C 5.2864 -2.3169 -4.7883 0.007 0.003 -1.421 -0.228
C 5.3939 -3.8116 -4.6072 -0.553 -0.546 0.650 -1.031
C 3.1046 -1.0520 -2.1029 -0.473 0.148 0.986 -0.770
H 6.2045 -1.7757 -4.5781 0.014 -0.101 0.501 0.329
H 5.0804 -2.1223 -5.8434 -0.177 0.167 0.085 0.273
H 6.2694 -4.2474 -5.0848 0.308 0.272 0.278 0.346
H 4.5616 -4.3809 -5.0319 -0.211 0.484 -0.163 0.287
H 5.3419 -4.0383 -3.5386 0.538 -0.130 -0.060 0.298
H 2.6660 -0.0824 -2.3425 0.298 -0.087 -0.865 0.079
H 3.2985 -0.8975 -1.0411 0.268 -0.474 -0.029 0.354
H 2.3153 -1.7978 -2.2030 0.063 -0.018 -0.146 0.343
O -3.0935 1.8664 -4.8403 0.341 0.802 0.273 -0.579
C -3.3277 1.3585 -3.7735 0.178 -1.111 -1.417 0.684
O -2.4226 1.1576 -2.8083 -0.181 -0.016 0.543 -0.222
C -1.2087 1.9125 -2.8276 0.363 0.785 0.335 -0.519
C 0.0431 1.1165 -3.1939 -0.990 -0.020 -0.052 -0.779
C -4.6145 0.6295 -3.5395 0.438 0.241 1.243 -0.730
H -1.0592 2.2666 -1.8044 -0.210 -0.175 0.111 0.197
H -1.3986 2.8172 -3.4074 0.350 -0.242 -0.396 0.513
H 0.1048 0.2641 -2.5180 0.188 -0.001 0.057 0.112
H 0.8963 1.7703 -3.0291 0.162 -0.088 -0.108 0.359
H 0.0220 0.7330 -4.2121 0.066 0.167 -0.094 0.370
H -5.0997 0.5003 -4.4951 -0.273 -0.094 0.068 0.311
H -5.2061 1.1795 -2.8023 -0.233 0.066 -0.320 0.280
H -4.3594 -0.2936 -3.0210 -0.205 -0.252 -0.303 0.043
O 0.8087 1.9896 4.5869 -0.158 -0.687 0.141 -0.600
C -0.3793 2.0489 4.8176 0.842 1.839 -0.805 0.828
O -0.9596 1.6414 5.9245 -1.112 -0.565 0.612 -0.359
C -0.2631 0.8028 6.8511 0.919 0.364 0.232 -0.216
C -0.3407 -0.6400 6.4444 -0.356 -0.714 -0.382 -1.017
C -1.3675 2.8193 3.9508 0.001 -1.069 0.583 -0.928
H -0.7140 0.9596 7.8310 -0.307 0.070 -0.201 0.282
H 0.7575 1.1867 6.9403 0.034 -0.284 -0.194 0.303
H 0.0135 -0.8409 5.4320 0.256 0.320 0.029 0.278
H -1.3773 -0.9859 6.4360 -0.019 0.109 0.177 0.273
H 0.2157 -1.2957 7.1148 0.045 0.174 0.118 0.368
H -0.9036 3.3405 3.1238 0.192 -0.045 0.046 0.212
H -1.9011 3.4858 4.6239 -0.181 0.107 -0.195 0.394
H -2.0565 2.0549 3.5808 -0.221 0.312 -0.134 0.203
F -2.6138 -0.9805 3.3954 -0.264 -0.170 0.093 -0.253
C -2.8577 -1.2281 2.0841 0.704 1.178 0.199 0.188
C -2.1937 -0.4192 1.1797 0.845 -0.590 -0.678 -0.191
C -2.2988 -0.7186 -0.1738 -0.727 -0.205 0.149 0.060
C -3.2165 -1.6923 -0.5834 -0.592 -0.252 -0.192 -0.668
C -3.9548 -2.4138 0.3374 0.450 0.496 1.114 -0.639
C -3.7334 -2.1896 1.7066 -1.148 -0.804 -0.342 -0.464
H -1.4746 0.3205 1.5016 -0.127 0.065 0.166 0.388
H -1.7253 -0.1828 -0.9112 0.004 0.166 0.037 0.251
H -3.4936 -1.8887 -1.6119 0.622 0.211 -0.213 0.466
H -4.7162 -3.1270 0.0591 0.065 -0.039 -0.230 0.381
H -4.3299 -2.7040 2.4508 0.203 -0.103 0.028 0.410
```
Forces are in eV/Å.

Output
highest occupied orbital energy: -9.312 eV
SMILES: C[N+](=O)[O-].CCOC(C)=O.CCOC(C)=O.CCOC(C)=O.Fc1ccccc1
DFT total energy: -1499.62558 hartree

# 2
Computed, not measured: a single C19H32N2O5 molecule, with the ωB97M-V functional and the def2-TZVPD basis.

XYZ file:
```
58
Properties=species:S:1:pos:R:3:forces:R:3:mulliken_charge:R:1
C 0.5273 -2.3333 -0.3558 0.218 0.014 -0.319 -0.314
C 0.5666 -2.8399 -1.8007 -0.324 -0.001 0.675 -0.631
O -0.7378 -3.0671 -2.3247 0.577 0.098 0.087 -0.499
C -1.5315 -1.9224 -2.6266 0.653 -2.404 -0.398 0.671
C -2.4151 -2.2210 -3.8435 0.170 0.939 -0.792 -0.802
C -3.5650 -1.5078 -3.1114 -0.511 -0.817 -0.106 -0.764
C -2.8132 -1.8194 -1.7925 -0.243 2.390 0.675 -0.106
C -2.7501 -0.6523 -0.8002 -0.057 0.439 -0.789 0.007
O -2.8292 0.5157 -1.1729 -0.028 -0.347 0.133 -0.697
N -2.4700 -0.9819 0.4658 0.030 -0.197 1.262 0.032
C -2.2339 -0.0556 1.5785 0.256 -0.102 0.385 -0.357
C -1.2118 1.0690 1.3046 -0.163 -0.040 -0.378 -0.145
C -0.3525 1.2494 2.5881 0.311 -0.393 0.188 0.142
C 1.1347 0.9830 2.2561 -0.170 -1.552 0.807 0.023
O 1.6697 -0.0932 2.5138 -0.265 0.460 -0.119 -0.672
N 1.7848 2.0014 1.6794 0.421 1.267 -0.806 -0.081
C 3.1188 1.9449 1.1026 0.171 -1.376 0.231 0.872
C 3.2913 0.9606 -0.0768 -0.196 0.684 -0.045 -1.477
C 2.2926 1.1022 -1.2503 -0.288 0.071 0.240 0.298
O 1.4959 2.2803 -1.1612 0.064 0.151 0.072 -0.394
C 0.4472 2.3360 -2.1196 0.208 -0.127 0.087 -0.685
C 4.0049 3.1527 1.2674 -0.194 0.052 -0.060 -0.573
C 4.2468 1.9180 2.1101 0.020 0.108 0.133 -0.781
C -0.9345 0.2474 3.6209 0.120 0.189 -0.011 -1.316
C -1.6625 -0.8090 2.7964 0.674 -0.035 -0.434 0.131
O -2.5698 -1.6156 3.5219 -0.077 -0.027 -0.200 -0.588
H 1.5280 -2.2949 0.0751 0.076 0.002 -0.009 0.507
H 0.1147 -1.3294 -0.2961 -0.100 0.120 0.002 -0.433
H -0.0781 -2.9861 0.2725 -0.030 -0.095 -0.061 0.438
H 1.1349 -2.1647 -2.4430 -0.028 0.248 -0.106 0.296
H 1.0932 -3.7945 -1.8235 -0.199 -0.101 -0.115 0.370
H -0.8888 -1.0397 -2.7138 -0.435 0.169 0.124 0.087
H -2.0888 -1.7665 -4.7791 -0.031 -0.135 -0.116 0.307
H -2.5944 -3.2868 -4.0016 0.203 0.110 0.296 0.260
H -3.6234 -0.4498 -3.3846 0.120 -0.172 0.510 0.273
H -4.5495 -1.9668 -3.2173 0.019 0.138 0.037 0.347
H -3.0670 -2.7631 -1.3117 0.028 -0.068 -0.266 0.527
H -2.4443 -1.9625 0.6997 0.016 0.037 0.014 0.417
H -3.1614 0.4064 1.9256 -0.327 0.024 -0.258 0.326
H -0.6010 0.7903 0.4422 0.088 -0.004 0.083 -0.445
H -1.7236 1.9855 1.0076 0.036 -0.079 0.061 0.423
H -0.4167 2.2631 2.9856 -0.084 0.042 -0.134 0.624
H 1.1938 2.6940 1.2501 -0.058 0.191 -0.001 0.362
H 4.3031 1.0498 -0.4711 0.104 0.234 0.110 0.525
H 3.2271 -0.0566 0.3110 -0.157 0.054 0.148 0.235
H 2.8274 1.0869 -2.2019 0.060 0.079 -0.154 0.676
H 1.6370 0.2301 -1.2475 -0.242 -0.121 -0.039 -0.434
H -0.1144 3.2616 -1.9925 0.197 0.001 0.195 0.221
H 0.8351 2.3180 -3.1393 0.137 -0.046 -0.126 0.346
H -0.2527 1.5076 -1.9973 -0.071 -0.175 0.063 0.156
H 4.6928 3.3990 0.4588 -0.155 -0.261 0.163 0.225
H 3.5841 4.0436 1.7340 0.011 -0.342 0.023 0.252
H 3.9867 1.9235 3.1696 -0.089 0.194 -0.383 0.236
H 5.1125 1.2865 1.9105 -0.244 0.208 -0.192 0.244
H -0.1851 -0.2109 4.2706 0.079 0.075 -0.284 0.430
H -1.6309 0.7473 4.2947 -0.220 0.141 -0.123 0.321
H -0.8956 -1.4945 2.4250 0.064 -0.063 -0.071 0.156
H -3.4584 -1.2683 3.4179 -0.143 0.152 0.090 0.434
```
Forces are in eV/Å.

Output
highest occupied orbital energy: -9.338 eV
SMILES: CCO[C@H]1CC[C@@H]1C(=O)N[C@@H]1C[C@H](C(=O)NC2(CCOC)CC2)C[C@H]1O
energy relative to the best compared isomer or geometry (same formula, charge and spin): 102.8 kcal/mol
DFT total energy: -1228.85061 hartree

# 3
Computed, not measured: 5 unconnected molecules or ions with the total composition C19H32O15S2, with the ωB97M-V functional and the def2-TZVPD basis.

XYZ file:
```
68
Properties=species:S:1:pos:R:3:forces:R:3:mulliken_charge:R:1
C -1.5207 3.4553 -2.3029 -0.367 0.103 -0.299 -1.431
C -1.7549 1.9620 -2.5142 0.262 -0.001 0.134 0.571
C -1.0904 1.0233 -1.4858 -0.178 -0.259 -0.485 0.442
C 0.0054 0.1767 -2.1160 0.086 0.286 -0.019 -1.570
O -0.5791 1.8073 -0.3851 0.259 -0.198 0.154 -0.309
S -0.5037 0.9661 1.0063 0.020 0.163 0.090 0.611
O -1.7011 1.2952 1.7385 -0.187 -0.040 0.106 -0.569
O 0.6468 1.8604 1.6952 -0.118 -0.016 -0.139 -0.396
C 1.9948 1.4510 1.3805 0.282 0.240 -0.323 -0.392
C 2.5583 2.1299 0.1351 0.038 0.388 -0.039 -0.339
C 3.2268 3.4700 0.4465 0.015 -0.188 -0.356 -0.668
S 4.3001 4.0449 -0.9164 0.086 0.038 0.087 -0.267
H -0.5491 3.7649 -2.6842 0.132 -0.012 0.207 0.326
H -1.6389 3.7621 -1.2683 0.093 -0.020 0.081 0.386
H -2.2610 4.0052 -2.8879 0.030 0.002 -0.041 0.419
H -1.3652 1.7079 -3.4974 -0.058 -0.087 -0.045 0.072
H -2.8179 1.7388 -2.5532 -0.113 0.093 0.062 -0.474
H -1.8528 0.3359 -1.1049 -0.041 0.096 0.163 0.387
H 0.7683 0.8143 -2.5671 0.034 0.026 0.053 0.354
H -0.4319 -0.4186 -2.9170 -0.013 -0.086 0.015 0.437
H 0.4767 -0.4886 -1.3928 0.013 -0.033 0.021 0.363
H 2.0476 0.3685 1.2718 -0.126 -0.084 0.067 0.140
H 2.5926 1.7413 2.2387 -0.060 -0.188 0.185 0.482
H 3.2870 1.4743 -0.3426 0.059 -0.113 0.126 0.430
H 1.7631 2.3176 -0.5854 -0.043 -0.182 -0.039 0.140
H 3.8780 3.3642 1.3110 0.003 0.108 0.096 0.392
H 2.4808 4.2396 0.6234 -0.039 -0.002 0.228 0.371
H 3.7566 3.3044 -1.8864 -0.113 -0.012 -0.050 0.105
C 3.7464 -3.5352 3.0024 -0.005 -0.112 0.042 -0.253
C 3.1353 -2.8990 4.2328 -0.075 -0.023 0.031 -0.035
O 3.6823 -1.5710 4.1879 0.005 -0.047 -0.006 -0.349
C 4.0271 -1.2937 2.9140 -0.031 -0.045 0.026 0.581
O 4.3495 -0.2208 2.5162 0.056 0.088 -0.045 -0.534
O 3.9469 -2.4029 2.1446 0.004 -0.047 -0.001 -0.351
H 3.0965 -4.2599 2.5217 -0.028 0.080 -0.084 0.298
H 4.7153 -3.9941 3.2062 0.002 0.014 0.016 0.256
H 2.0493 -2.8362 4.1752 -0.004 0.001 -0.003 0.280
H 3.4137 -3.3888 5.1578 0.087 0.110 0.049 0.098
C 3.4118 -7.4301 7.5952 0.059 -0.070 0.030 -0.330
C 4.5411 -6.7143 6.8783 0.059 -0.022 0.063 -0.299
O 3.8591 -6.1159 5.7683 0.042 0.012 0.013 -0.288
C 2.5495 -5.9826 6.0913 0.032 -0.049 0.063 0.676
O 1.7614 -5.3689 5.4496 -0.053 0.045 -0.094 -0.500
O 2.2756 -6.6332 7.2401 0.009 -0.036 0.004 -0.333
H 3.5248 -7.4529 8.6751 -0.087 0.083 0.011 0.298
H 3.2567 -8.4437 7.2233 0.008 0.006 -0.018 0.260
H 4.9846 -5.9227 7.4838 -0.018 0.002 0.010 0.264
H 5.3224 -7.3779 6.5193 -0.041 0.012 -0.111 0.275
C -3.2781 1.2581 -6.5541 -0.157 0.002 -0.016 -0.248
C -2.9730 1.8442 -7.9197 -0.040 -0.058 -0.034 -0.338
O -2.1054 2.9363 -7.5953 -0.025 -0.011 -0.034 -0.359
C -1.5278 2.6838 -6.3970 -0.076 -0.058 -0.013 0.632
O -0.6403 3.3132 -5.9244 0.097 0.059 0.047 -0.510
O -2.1039 1.6087 -5.8131 -0.003 -0.057 -0.052 -0.260
H -3.4050 0.1792 -6.5600 0.109 -0.011 0.063 0.325
H -4.1428 1.7199 -6.0768 0.015 -0.002 0.022 0.188
H -2.4324 1.1481 -8.5636 0.013 -0.005 0.018 0.243
H -3.8518 2.2114 -8.4423 0.032 0.117 0.024 0.305
C -6.4318 2.7804 -0.7666 -0.041 0.013 0.095 -0.308
C -6.2216 1.3346 -0.3588 0.038 0.018 0.122 -0.284
O -6.0252 0.6909 -1.6255 -0.002 0.013 0.025 -0.332
C -5.5940 1.6153 -2.5107 0.007 -0.004 0.037 0.701
O -5.1778 1.3683 -3.5971 -0.002 -0.023 -0.131 -0.531
O -5.6931 2.8569 -1.9913 -0.025 0.024 -0.014 -0.334
H -6.0384 3.4971 -0.0517 0.098 0.018 -0.072 0.298
H -7.4781 3.0086 -0.9760 -0.001 -0.018 -0.008 0.271
H -5.3235 1.1985 0.2455 0.012 0.021 -0.012 0.227
H -7.0739 0.8954 0.1516 -0.028 -0.064 -0.103 0.290
```
Forces are in eV/Å.

Output
highest occupied orbital energy: -8.555 eV
DFT total energy: -2668.16557 hartree

# 4
Computed, not measured: a molecular structure, C19H33AsCl5N2O3OsSi3, with the ωB97M-V functional and the def2-TZVPD basis.

XYZ file:
```
67
Properties=species:S:1:pos:R:3:forces:R:3:mulliken_charge:R:1
Os 0.6146 -0.7598 -0.3902 -0.312 1.263 0.508 1.599
N -1.5382 -0.9203 -1.0779 0.343 0.265 -0.031 -0.777
C -2.1228 0.4289 -0.8715 -0.144 0.207 0.164 -0.842
C -1.6159 1.0128 0.4438 -0.449 -0.065 -0.130 0.714
O -2.3100 1.7262 1.1320 0.126 -0.018 -0.117 -0.625
N -0.3305 0.6293 0.7131 0.243 -0.176 0.243 -0.139
C 0.2029 1.0320 2.0019 0.180 -0.153 0.085 -1.135
C 0.3919 -0.1273 2.9700 -0.418 0.000 -0.004 0.755
O 0.2777 0.0047 4.1596 0.179 0.145 -0.018 -0.509
O 0.6678 -1.3314 2.4261 0.180 0.090 -0.201 -0.499
H -2.0779 -1.6029 -0.5536 0.045 -0.093 0.034 0.191
H -1.6145 -1.1837 -2.0547 0.040 -0.112 -0.019 0.269
H -1.7962 1.0881 -1.6752 0.023 -0.080 -0.051 0.352
H -3.2110 0.4200 -0.8665 0.017 -0.078 0.052 0.434
H 1.1802 1.5123 1.8756 -0.052 -0.006 0.004 0.167
H -0.4739 1.7318 2.4864 0.031 0.066 -0.014 0.509
Cl 3.9032 -1.4485 0.9739 -0.082 -0.290 0.284 -0.136
C 3.6277 0.0380 0.1624 -0.222 -0.023 -0.152 0.794
C 2.4244 0.2229 -0.5243 0.097 0.344 0.113 -1.213
C 2.3358 1.3945 -1.2840 0.067 -0.262 0.172 0.816
Cl 0.9196 1.5560 -2.2697 -0.193 0.101 -0.224 -0.179
C 3.3018 2.3857 -1.2944 0.006 0.077 -0.047 -0.124
Cl 3.0838 3.8098 -2.2207 0.008 -0.031 0.007 -0.158
C 4.4513 2.2030 -0.5224 0.018 0.001 -0.012 0.405
Cl 5.6414 3.4264 -0.4573 -0.006 -0.023 -0.034 -0.150
C 4.6278 1.0098 0.1788 0.050 -0.064 0.005 0.086
Cl 6.0755 0.7376 1.0552 -0.020 0.045 -0.014 -0.162
C 1.5687 -3.3930 -4.4875 0.134 -0.007 0.402 -1.004
Si 2.6738 -3.4143 -2.9599 0.307 0.049 -0.093 0.209
C 3.3837 -5.1126 -2.5625 -0.210 0.321 -0.010 -1.039
C 3.9711 -2.0527 -2.9716 -0.248 -0.223 0.105 -0.844
As 1.2874 -2.9083 -1.0487 -0.002 -1.513 -0.858 -0.291
Si -0.5604 -4.4496 -1.0069 -0.257 -0.444 0.451 0.840
C -1.4750 -4.1043 0.6191 0.085 0.024 -0.319 -1.063
C -1.7043 -4.1817 -2.4996 0.292 0.167 0.139 -1.297
C 0.1079 -6.2106 -0.9397 0.057 0.343 -0.162 -1.315
Si 0.9402 -2.5527 3.6735 -0.176 -0.231 0.164 0.922
C 2.4107 -2.0343 4.7162 -0.198 -0.115 -0.163 -1.209
C -0.6886 -2.7474 4.5879 0.346 0.014 0.052 -1.250
C 1.2940 -4.1782 2.7905 -0.021 0.327 0.035 -0.957
H 2.1591 -3.5258 -5.3960 0.077 -0.023 0.033 0.404
H 1.0417 -2.4412 -4.5716 -0.017 -0.001 -0.009 0.298
H 0.8363 -4.2006 -4.4432 -0.026 0.016 -0.029 0.284
H 4.2206 -5.3627 -3.2162 -0.016 0.048 -0.069 0.406
H 2.6233 -5.8875 -2.6696 0.011 -0.013 -0.012 0.278
H 3.7463 -5.1373 -1.5332 0.030 0.008 -0.014 0.334
H 4.5932 -2.1142 -3.8663 -0.018 -0.032 -0.032 0.498
H 4.6243 -2.1385 -2.1006 -0.009 -0.022 0.009 0.245
H 3.5076 -1.0647 -2.9421 -0.016 -0.004 -0.064 0.163
H -1.5258 -3.0421 0.8711 0.002 -0.004 0.089 0.079
H -0.9610 -4.5977 1.4446 -0.322 0.054 -0.258 0.367
H -2.4941 -4.4955 0.5941 -0.022 -0.015 -0.113 0.498
H -2.6850 -3.8023 -2.2054 0.024 0.018 0.087 0.422
H -1.8719 -5.1314 -3.0101 0.041 -0.029 0.020 0.379
H -1.2797 -3.4928 -3.2326 -0.011 -0.027 -0.036 0.321
H 1.0416 -6.2474 -0.3758 -0.024 -0.031 0.030 0.343
H 0.2971 -6.6141 -1.9357 0.033 0.022 -0.011 0.337
H -0.6072 -6.8732 -0.4487 -0.070 0.059 0.009 0.377
H 2.6486 -0.9778 4.6010 -0.025 -0.001 -0.035 0.319
H 3.3021 -2.6167 4.4819 -0.001 -0.034 -0.033 0.339
H 2.1743 -2.1892 5.7709 0.000 -0.016 -0.004 0.371
H -1.5310 -2.3552 4.0158 0.021 -0.009 -0.054 0.298
H -0.6529 -2.2002 5.5299 -0.047 0.028 -0.021 0.368
H -0.8894 -3.7962 4.8152 0.014 -0.015 -0.042 0.383
H 2.1423 -4.1549 2.1095 0.138 0.092 -0.068 0.231
H 0.4295 -4.5555 2.2446 0.365 0.066 0.264 0.049
H 1.5274 -4.9086 3.5712 0.003 0.024 0.018 0.462
```
Forces are in eV/Å.

Output
highest occupied orbital energy (alpha / beta): -11.380 / -11.809 eV
net charge: +1
multiplicity: 5
energy relative to the best compared isomer or geometry (same formula, charge and spin): 0.0 kcal/mol
DFT total energy: -6574.80074 hartree
expectation value of S²: 6.0253

Sequential max |F| output: 0.04582, 0.04906, 0.01124, 0.03382 Eh/bohr